Entry 1:
ORCA calculation (ωB97M-V/def2-TZVPD) on an isolated molecule of C14H19FN2O3S.

The geometry in XYZ format:
```
40
C14H19FN2O3S (ωB97M-V/def2-TZVPD)
C 1.80 1.24 2.49
H 1.77 0.15 2.60
H 2.39 1.46 1.60
H 2.30 1.67 3.35
C 0.39 1.79 2.36
N -0.42 1.08 1.41
S -0.58 1.72 -0.11
O -1.34 0.76 -0.87
O -1.11 3.05 0.01
C 1.07 1.88 -0.80
C 1.49 3.14 -1.16
C 2.74 3.32 -1.72
C 3.53 2.20 -1.92
C 3.12 0.93 -1.56
C 1.87 0.77 -1.00
H 1.53 -0.21 -0.69
H 3.77 0.09 -1.73
F 4.75 2.36 -2.47
H 3.10 4.29 -2.01
H 0.83 3.98 -0.99
C -1.02 -0.20 1.72
H -0.71 -0.47 2.74
C -0.50 -1.28 0.78
O 0.70 -1.49 0.68
N -1.40 -2.03 0.12
C -2.83 -1.81 0.01
C -3.25 -2.71 -1.16
H -4.27 -3.07 -1.05
C -2.21 -3.82 -1.14
C -0.94 -3.07 -0.78
H -0.18 -3.68 -0.29
H -0.49 -2.61 -1.67
H -2.13 -4.35 -2.08
H -2.45 -4.55 -0.35
H -3.17 -2.15 -2.09
H -3.04 -0.76 -0.20
H -3.33 -2.12 0.93
H -2.10 -0.11 1.69
H 0.41 2.83 2.02
H -0.11 1.77 3.34
```

Summary:
gap between HOMO and LUMO = 9.890 eV
total energy = -1378.1653 Eh
energy relative to the best compared isomer or geometry (same formula, charge and spin) = 175.8 kJ/mol
structure (SMILES) = CCN(CC(=O)N1CCCC1)S(=O)(=O)c1ccc(F)cc1
max |F| = 1.0 eV Å⁻¹
LUMO = 0.7 eV

---

Entry 2:
ORCA calculation (ωB97M-V/def2-TZVPD) on a cluster of 2 separate species, C5H14N2 in total.

The geometry in XYZ format:
```
21
C5H14N2 (ωB97M-V/def2-TZVPD)
C 0.07 -2.31 1.62
N 0.50 -0.89 1.93
C 1.98 -0.76 1.64
H 0.09 -2.52 0.55
H 0.76 -3.01 2.10
H -0.94 -2.54 2.01
H 0.36 -0.70 2.89
H 2.60 -1.57 2.07
H 2.30 0.21 2.09
H 2.14 -0.74 0.55
C -0.76 2.76 -0.62
C -0.63 1.76 -1.73
C -1.41 0.65 -1.85
N -1.15 -0.32 -2.83
H -1.47 2.46 0.15
H 0.21 3.01 -0.11
H -1.13 3.71 -1.08
H 0.16 1.92 -2.53
H -2.17 0.43 -1.10
H -1.32 -1.28 -2.60
H -0.18 -0.28 -3.15
```

Summary:
gap between HOMO and LUMO = 8.678 eV
total energy = -308.3582 Eh
energy relative to the best compared isomer or geometry (same formula, charge and spin) = 170.3 kJ/mol
structure (SMILES) = C/C=C/N.CNC
max |F| = 2.7 eV Å⁻¹
LUMO = 1.0 eV

---

Entry 3:
ORCA calculation (ωB97M-V/def2-TZVPD) on a cluster of 14 separate species, C13H40N3O15S2 in total.

The geometry in XYZ format:
```
73
C13H40N3O15S2 (ωB97M-V/def2-TZVPD)
O 5.02 0.61 3.03
C 5.73 0.57 2.06
O 6.83 1.41 1.97
C 5.32 -0.46 0.95
C 6.12 -1.67 0.71
C 5.63 -2.59 -0.33
N 4.51 -2.27 -1.06
C 3.73 -1.14 -0.88
C 4.09 -0.17 0.14
C 3.31 1.13 0.50
C 1.97 1.35 -0.32
C 0.84 1.76 0.73
S -0.12 0.33 1.37
C -1.37 -0.21 0.19
S -1.13 -0.12 -1.46
N -2.63 -0.75 0.62
C -3.80 -0.99 -0.15
C -4.78 -1.58 0.73
N -4.22 -1.66 2.05
C -2.97 -1.17 1.93
H 7.60 0.87 1.68
H 7.02 -1.89 1.33
H 6.17 -3.54 -0.55
H 4.20 -2.94 -1.77
H 2.83 -0.99 -1.51
H 3.00 1.02 1.59
H 3.97 2.05 0.49
H 2.08 2.24 -1.00
H 1.59 0.44 -0.85
H 1.28 2.28 1.64
H 0.15 2.52 0.27
H -3.96 -0.79 -1.23
H -5.81 -1.91 0.44
H -2.33 -1.12 2.83
O -4.86 0.30 -2.87
H -5.36 0.05 -3.67
H -4.11 0.81 -3.20
O 0.41 3.32 3.71
H 0.28 2.39 3.47
H 1.18 3.31 4.29
O -6.09 0.30 3.90
H -5.99 1.22 3.62
H -5.34 -0.16 3.50
O 6.45 4.43 0.58
H 7.18 4.23 -0.01
H 6.64 3.91 1.37
O 0.13 -2.68 -3.37
H -0.66 -3.20 -3.57
H -0.14 -2.12 -2.64
O -7.86 0.01 -2.32
H -6.90 -0.04 -2.19
H -8.17 0.60 -1.63
O -6.29 3.00 2.20
H -5.91 2.76 1.35
H -7.10 3.48 1.97
O -5.11 -1.42 -5.04
H -4.26 -1.78 -4.75
H -5.02 -1.37 -6.00
O 0.61 -5.39 -3.63
H 0.71 -4.46 -3.91
H 1.37 -5.83 -4.03
O 1.75 -0.94 4.35
H 1.28 -1.18 3.54
H 2.51 -0.43 4.04
O -7.76 3.12 -3.10
H -8.52 3.60 -2.76
H -8.02 2.19 -3.05
O -0.98 -3.30 -0.06
H -1.76 -2.84 0.27
H -1.23 -4.23 -0.03
O 9.39 2.49 1.24
H 8.91 2.48 0.40
H 8.74 2.80 1.88
```

Summary:
gap between HOMO and LUMO = 6.119 eV
total energy = -2608.2468 Eh
max |F| = 3.8 eV Å⁻¹
charge = +1
LUMO = -5.2 eV

---

Entry 4:
ORCA calculation (ωB97M-V/def2-TZVPD) on a cluster of 6 separate species, C26H63BrFNO27P6S in total.

The geometry in XYZ format:
```
126
C26H63BrFNO27P6S (ωB97M-V/def2-TZVPD)
C -1.71 -3.12 -0.37
C -2.78 -2.83 -1.42
C -3.68 -1.67 -1.01
Br -4.75 -2.27 0.53
C -4.65 -1.16 -2.16
O -5.89 -0.78 -1.57
C -7.00 -0.76 -2.38
O -6.92 -0.37 -3.52
C -8.20 -1.29 -1.69
C -9.49 -0.99 -2.46
C -10.75 -1.56 -1.82
C -10.97 -3.05 -1.96
O -9.90 -3.88 -1.49
C -4.87 -2.29 -3.17
O -5.66 -3.16 -2.92
N -4.15 -2.24 -4.37
C -3.78 -3.49 -4.90
O -4.45 -4.24 -5.51
F -2.48 -3.74 -4.65
P -3.79 0.36 -2.82
O -4.46 0.75 -4.21
O -4.17 1.47 -1.75
S -1.87 0.15 -2.99
H -2.16 -3.59 0.51
H -1.16 -2.22 -0.08
H -1.02 -3.86 -0.77
H -3.37 -3.73 -1.57
H -2.25 -2.52 -2.32
H -3.09 -0.83 -0.66
H -8.24 -0.84 -0.70
H -8.02 -2.35 -1.54
H -9.59 0.10 -2.48
H -9.41 -1.29 -3.50
H -10.83 -1.27 -0.77
H -11.60 -1.09 -2.31
H -11.20 -3.32 -3.00
H -11.84 -3.32 -1.36
H -9.27 -3.98 -2.21
H -3.31 -1.66 -4.28
H -3.82 1.31 -4.67
H -5.13 1.62 -1.72
C 4.30 0.01 -1.58
O 3.67 -0.97 -2.42
P 2.36 -1.71 -1.90
O 1.70 -1.06 -0.78
O 2.81 -3.22 -1.65
C 3.93 -3.46 -0.79
O 1.53 -1.84 -3.24
C 0.85 -3.06 -3.56
H 3.79 0.96 -1.68
H 4.29 -0.29 -0.53
H 5.33 0.11 -1.91
H 3.90 -2.81 0.09
H 4.86 -3.30 -1.33
H 3.88 -4.50 -0.47
H 0.22 -3.39 -2.74
H 1.56 -3.83 -3.82
H 0.22 -2.84 -4.43
C 3.64 -4.56 2.98
O 4.92 -4.43 3.62
P 6.24 -4.75 2.79
O 6.04 -4.82 1.35
O 6.83 -6.08 3.45
C 5.98 -7.22 3.56
O 7.23 -3.65 3.32
C 8.59 -3.96 3.64
H 3.41 -3.66 2.41
H 3.60 -5.42 2.32
H 2.91 -4.67 3.78
H 5.40 -7.37 2.65
H 5.31 -7.11 4.41
H 6.62 -8.09 3.72
H 9.08 -4.46 2.81
H 8.64 -4.58 4.53
H 9.09 -3.01 3.83
C 4.99 3.62 -3.39
O 6.23 4.32 -3.24
P 7.13 4.05 -1.96
O 6.79 2.84 -1.23
O 7.06 5.39 -1.10
C 5.77 5.91 -0.76
O 8.58 4.12 -2.57
C 9.65 4.82 -1.91
H 5.17 2.63 -3.81
H 4.47 3.51 -2.44
H 4.38 4.20 -4.07
H 5.09 5.11 -0.44
H 5.34 6.45 -1.61
H 5.91 6.60 0.07
H 9.75 4.48 -0.88
H 9.47 5.89 -1.93
H 10.56 4.59 -2.46
C 12.26 8.77 3.35
O 11.67 7.66 2.64
P 10.49 6.85 3.32
O 9.87 7.53 4.45
O 11.09 5.41 3.63
C 12.29 5.34 4.41
O 9.56 6.55 2.08
C 8.95 5.26 1.89
H 11.65 9.66 3.21
H 12.35 8.56 4.41
H 13.24 8.92 2.92
H 12.26 6.03 5.25
H 13.16 5.55 3.78
H 12.37 4.32 4.79
H 8.42 4.94 2.78
H 9.72 4.52 1.64
H 8.26 5.35 1.06
C -14.45 -1.41 2.60
O -14.01 -0.04 2.65
P -12.54 0.33 2.19
O -11.88 -0.72 1.42
O -11.78 0.77 3.51
C -11.77 -0.13 4.63
O -12.77 1.71 1.46
C -11.87 2.81 1.66
H -14.77 -1.65 1.59
H -13.65 -2.09 2.89
H -15.28 -1.50 3.29
H -11.59 -1.16 4.30
H -12.72 -0.07 5.16
H -10.96 0.18 5.28
H -10.84 2.51 1.47
H -11.97 3.20 2.67
H -12.16 3.57 0.94
```

Summary:
gap between HOMO and LUMO = 9.786 eV
total energy = -8235.4881 Eh
structure (SMILES) = CC[C@H](Br)[C@](OC(=O)CCCCO)(C(=O)NC(=O)F)P(O)(O)=S.COP(=O)(OC)OC.COP(=O)(OC)OC.COP(=O)(OC)OC.COP(=O)(OC)OC.COP(=O)(OC)OC
max |F| = 1.5 eV Å⁻¹
LUMO = 0.3 eV

---

Repeat the second record exactly.
ORCA calculation (ωB97M-V/def2-TZVPD) on a cluster of 2 separate species, C5H14N2 in total.

The geometry in XYZ format:
```
21
C5H14N2 (ωB97M-V/def2-TZVPD)
C 0.07 -2.31 1.62
N 0.50 -0.89 1.93
C 1.98 -0.76 1.64
H 0.09 -2.52 0.55
H 0.76 -3.01 2.10
H -0.94 -2.54 2.01
H 0.36 -0.70 2.89
H 2.60 -1.57 2.07
H 2.30 0.21 2.09
H 2.14 -0.74 0.55
C -0.76 2.76 -0.62
C -0.63 1.76 -1.73
C -1.41 0.65 -1.85
N -1.15 -0.32 -2.83
H -1.47 2.46 0.15
H 0.21 3.01 -0.11
H -1.13 3.71 -1.08
H 0.16 1.92 -2.53
H -2.17 0.43 -1.10
H -1.32 -1.28 -2.60
H -0.18 -0.28 -3.15
```

Summary:
gap between HOMO and LUMO = 8.678 eV
total energy = -308.3582 Eh
energy relative to the best compared isomer or geometry (same formula, charge and spin) = 170.3 kJ/mol
structure (SMILES) = C/C=C/N.CNC
max |F| = 2.7 eV Å⁻¹
LUMO = 1.0 eV

---

Number 4 is which compound? C26H63BrFNO27P6S

---

What is the gap between HOMO and LUMO in the first record? 9.890 eV

---

Look up the gap between HOMO and LUMO of the fourth one. 9.786 eV